Entry from OMol25: a structure of composition C25H73O12Zr in a non-equilibrium geometry (the ωB97M-V functional and the def2-TZVPD basis).

Geometry as XYZ:
```
111
Properties=species:S:1:pos:R:3:mulliken_charge:R:1
Zr 2.2828 1.1894 -3.0120 1.76
C -0.9541 -0.4583 -0.7153 -1.86
C 0.2858 0.3604 -0.4037 2.16
C 1.0237 -0.0785 0.8548 -0.11
O 1.1313 0.4932 -1.5264 0.70
H -1.5618 -0.5462 0.1866 0.53
H -0.6888 -1.4669 -1.0436 0.50
H -1.5884 0.0301 -1.4508 0.12
H -0.1154 1.3579 -0.1267 -0.93
H 1.3977 -1.1018 0.7342 -0.09
H 0.3146 -0.1622 1.6778 -0.04
H 1.8953 0.5238 1.0892 -0.58
C 0.6636 3.0361 5.0963 -1.19
C 1.1459 3.5290 3.7447 0.71
O 0.3936 4.6683 3.3300 -0.62
H 0.9959 3.6876 5.9020 0.45
H 1.0798 2.0379 5.2596 0.17
H -0.4146 2.8954 5.1524 0.30
H 1.0209 2.7392 2.9963 -0.41
H 2.2140 3.7643 3.7962 0.41
H 0.7067 5.4621 3.7759 0.31
C -4.2777 -2.3245 -0.3646 -0.91
C -3.5507 -3.2283 0.6212 0.04
O -2.9546 -4.3149 -0.1057 -0.51
H -5.0549 -2.8785 -0.8887 0.33
H -3.5858 -1.8459 -1.0607 0.01
H -4.7819 -1.5489 0.2162 0.39
H -4.3025 -3.6036 1.3181 0.43
H -2.7446 -2.6518 1.0922 0.04
H -2.5617 -4.9635 0.4860 0.26
C -1.5914 0.1273 4.4270 -0.64
C -1.7305 -1.3346 4.0638 0.08
O -2.6783 -1.8694 4.9776 -0.55
H -2.5551 0.6011 4.2348 0.38
H -0.7705 0.6215 3.9007 -0.15
H -1.4132 0.2647 5.4941 0.45
H -0.7891 -1.9018 4.0561 0.28
H -2.1329 -1.4603 3.0424 -0.16
H -2.7104 -2.8275 4.8884 0.32
C 2.6877 -1.4755 4.2557 -1.10
C 3.0634 -0.0157 4.0741 0.63
O 4.2220 0.1262 3.2382 -0.56
H 3.4193 -2.0044 4.8684 0.38
H 2.6643 -1.9878 3.2935 0.14
H 1.7328 -1.5294 4.7800 0.29
H 3.1714 0.4964 5.0316 0.54
H 2.1910 0.4717 3.6146 -0.57
H 4.8831 0.6308 3.7220 0.29
C 3.7903 -2.8646 -0.4694 -0.92
C 4.5130 -2.1849 0.6751 -0.26
O 4.2861 -0.7722 0.6179 -0.49
H 4.2608 -2.6990 -1.4434 0.31
H 2.7271 -2.6202 -0.4905 0.14
H 3.8887 -3.9424 -0.3095 0.42
H 5.5713 -2.4447 0.6544 0.37
H 4.0543 -2.5306 1.6034 0.17
H 4.2474 -0.4125 1.5256 0.32
C -2.2055 5.5658 -2.1700 -1.31
C -1.8571 4.0965 -2.3705 -0.15
O -0.7783 3.7111 -1.5249 -0.25
H -2.8908 5.9043 -2.9495 0.43
H -1.2949 6.1536 -2.2844 0.28
H -2.6816 5.7276 -1.2061 0.30
H -1.5912 3.8777 -3.4076 0.32
H -2.7622 3.5069 -2.1677 0.28
H -1.0299 3.7856 -0.5782 0.13
C -2.3726 -3.5124 -4.9854 -0.75
C -2.6955 -4.0833 -3.6201 -0.19
O -1.8271 -3.4445 -2.6499 -0.37
H -1.3144 -3.6615 -5.2081 0.14
H -2.4939 -2.4255 -4.9313 -0.04
H -2.9994 -3.9712 -5.7439 0.44
H -2.5349 -5.1628 -3.6119 0.32
H -3.7151 -3.8661 -3.3011 0.33
H -2.2539 -3.5701 -1.7848 0.05
C 3.0443 3.8949 0.4077 -1.12
C 3.5754 2.6021 -0.1552 0.87
O 3.3090 2.5834 -1.6526 -0.53
H 3.5487 4.7436 -0.0614 0.51
H 3.2925 3.9453 1.4693 0.24
H 1.9635 4.0012 0.3128 0.21
H 3.0996 1.7309 0.2830 -0.62
H 4.6509 2.5223 -0.0036 0.39
H 3.9897 3.1817 -2.0237 0.33
C 1.5177 -4.8219 -4.3364 -1.21
C 1.3787 -4.1079 -3.0126 0.14
O 0.7593 -2.8077 -3.1575 -0.34
H 2.0052 -5.7927 -4.2109 0.41
H 2.1740 -4.2844 -5.0256 0.28
H 0.5849 -5.0298 -4.8601 0.26
H 2.3747 -3.9378 -2.6048 0.00
H 0.7886 -4.6907 -2.3037 0.30
H -0.2055 -3.0183 -3.1504 -0.09
C -3.0563 2.2844 0.9331 -1.17
C -1.9718 2.8142 1.8664 0.63
O -1.3005 3.8838 1.1892 -0.53
H -3.6894 3.1093 0.6063 0.36
H -3.6594 1.5524 1.4716 0.43
H -2.6416 1.8063 0.0412 -0.08
H -1.3109 1.9580 2.0597 -0.47
H -2.4439 3.1771 2.7795 0.57
H -0.6547 4.2075 1.8447 0.17
C -1.7524 0.7097 -3.9985 -0.59
C -0.4794 0.0515 -4.4526 0.78
O 0.6662 1.0365 -4.4789 -0.53
H -2.1305 1.4588 -4.7002 0.55
H -1.6806 1.2176 -3.0365 -0.28
H -2.5222 -0.0635 -3.9608 0.28
H -0.6323 -0.3927 -5.4384 0.49
H -0.1784 -0.7954 -3.8299 -0.43
H 0.4689 1.5760 -5.2727 0.33
```

* charge: +3
* multiplicity: 1
* lowest unoccupied orbital energy: -13.207 eV
* orbital gap: 2.608 eV